1.
{
  "formula": "C35H43NO4",
  "method": "ωB97M-V with the def2-TZVPD basis set",
  "symbols": ["C", "N", "O", "O", "H", "H", "H", "C", "C", "C", "C", "C", "C", "H", "H", "H", "H", "H", "H", "C", "C", "C", "C", "C", "C", "H", "H", "H", "H", "H", "H", "C", "C", "C", "C", "C", "C", "H", "H", "H", "H", "H", "H", "C", "C", "C", "C", "C", "C", "H", "H", "H", "H", "H", "H", "C", "C", "C", "C", "C", "C", "H", "H", "H", "H", "H", "H", "C", "O", "C", "C", "O", "C", "H", "H", "H", "H", "H", "H", "H", "H", "H", "H"],
  "coordinates": [[2.99, -1.82, -0.81], [1.95, -0.91, -0.12], [1.26, -0.28, -0.85], [1.71, -1.06, 1.06], [2.49, -1.90, -1.77], [2.97, -2.82, -0.39], [4.00, -1.42, -0.79], [1.82, 2.59, -9.24], [0.95, 1.81, -8.38], [-0.35, 2.32, -8.16], [-0.80, 3.46, -8.86], [0.08, 4.15, -9.60], [1.42, 3.77, -9.76], [2.81, 2.17, -9.34], [1.38, 0.89, -8.00], [-0.98, 1.89, -7.40], [-1.80, 3.84, -8.72], [-0.23, 5.16, -9.85], [2.06, 4.46, -10.30], [0.21, -10.13, -0.82], [-0.31, -8.98, -1.25], [-0.43, -7.82, -0.46], [0.07, -7.81, 0.82], [0.59, -9.06, 1.32], [0.66, -10.22, 0.52], [0.34, -10.98, -1.46], [-0.55, -9.05, -2.30], [-0.81, -6.90, -0.87], [-0.09, -7.00, 1.51], [1.03, -9.20, 2.30], [0.97, -11.13, 1.00], [-4.78, 6.29, 4.50], [-4.32, 5.29, 3.59], [-3.86, 4.09, 4.16], [-3.89, 3.90, 5.55], [-4.45, 4.85, 6.36], [-4.89, 6.11, 5.88], [-5.09, 7.27, 4.16], [-4.24, 5.48, 2.53], [-3.43, 3.39, 3.46], [-3.37, 3.03, 5.96], [-4.55, 4.71, 7.43], [-5.38, 6.84, 6.51], [6.37, 6.49, 1.32], [6.10, 5.23, 1.84], [4.90, 5.01, 2.43], [3.89, 5.90, 2.31], [4.06, 7.11, 1.75], [5.34, 7.43, 1.24], [7.37, 6.76, 1.00], [6.92, 4.53, 1.87], [4.74, 4.06, 2.93], [2.86, 5.73, 2.60], [3.31, 7.88, 1.70], [5.48, 8.47, 0.98], [7.91, -3.20, 5.17], [7.89, -4.56, 4.78], [6.68, -5.23, 4.72], [5.52, -4.59, 5.04], [5.58, -3.26, 5.38], [6.70, -2.53, 5.40], [8.85, -2.67, 5.18], [8.80, -5.10, 4.54], [6.71, -6.28, 4.46], [4.61, -5.17, 5.01], [4.63, -2.77, 5.58], [6.63, -1.47, 5.58], [-6.37, -1.70, -3.58], [-6.36, -2.30, -2.29], [-6.31, -1.40, -1.19], [-7.44, -0.40, -0.97], [-7.59, 0.38, -2.15], [-8.47, 1.40, -1.90], [-6.28, -2.40, -4.41], [-5.58, -0.95, -3.68], [-7.33, -1.20, -3.70], [-5.40, -0.81, -1.33], [-6.16, -1.95, -0.26], [-7.06, 0.34, -0.27], [-8.33, -0.91, -0.61], [-8.10, 2.06, -1.12], [-9.43, 0.93, -1.66], [-8.81, 1.92, -2.79]],
  "lowdin_charge": [0.060, -0.452, 0.065, 0.053, 0.089, 0.090, 0.095, -0.100, -0.062, -0.084, -0.108, -0.121, -0.106, 0.093, 0.090, 0.092, 0.101, 0.102, 0.101, -0.121, -0.121, -0.097, -0.085, -0.078, -0.082, 0.103, 0.103, 0.099, 0.096, 0.088, 0.094, -0.100, -0.077, -0.093, -0.102, -0.109, -0.082, 0.088, 0.093, 0.094, 0.098, 0.094, 0.096, -0.091, -0.101, -0.113, -0.130, -0.099, -0.079, 0.097, 0.102, 0.107, 0.109, 0.102, 0.094, -0.072, -0.086, -0.111, -0.101, -0.129, -0.104, 0.094, 0.095, 0.100, 0.105, 0.105, 0.105, -0.110, -0.173, -0.192, -0.192, -0.208, -0.146, 0.085, 0.088, 0.076, 0.119, 0.126, 0.123, 0.130, 0.093, 0.088, 0.092],
  "homo_energy_ev": -9.25,
  "smiles": "C[N+](=O)[O-].c1ccccc1.c1ccccc1.c1ccccc1.c1ccccc1.c1ccccc1.COCCOC",
  "charge": 0
}

***

2.
{
  "formula": "C35H44EuN7O4Si",
  "method": "ωB97M-V with the def2-TZVPD basis set",
  "symbols": ["Eu", "O", "C", "O", "C", "C", "C", "C", "C", "N", "C", "O", "O", "H", "H", "H", "C", "N", "C", "C", "N", "C", "C", "C", "C", "C", "C", "C", "C", "C", "N", "C", "N", "C", "C", "N", "C", "C", "C", "N", "C", "C", "H", "H", "H", "H", "H", "H", "H", "H", "H", "H", "H", "H", "H", "H", "H", "H", "H", "H", "H", "H", "H", "H", "H", "H", "H", "H", "H", "H", "H", "H", "C", "Si", "C", "C", "C", "C", "C", "C", "C", "H", "H", "H", "H", "H", "H", "H", "H", "H", "H", "H"],
  "coordinates": [[0.79, -0.38, 0.23], [3.42, 0.51, 3.63], [2.89, 0.23, 2.57], [1.65, 0.24, 2.27], [3.80, -0.15, 1.39], [5.17, -0.37, 1.49], [5.87, -0.66, 0.33], [5.22, -0.70, -0.89], [3.85, -0.48, -0.91], [3.19, -0.22, 0.22], [2.97, -0.42, -2.17], [3.54, -0.37, -3.25], [1.72, -0.40, -1.93], [5.64, -0.30, 2.46], [6.94, -0.84, 0.37], [5.73, -0.90, -1.82], [-4.67, -0.40, -1.81], [-3.71, 0.43, -1.11], [-4.27, 1.64, -0.57], [-2.46, -0.05, -0.79], [-1.75, 0.29, 0.23], [-2.26, 0.89, 1.38], [-3.30, 0.29, 2.05], [-3.82, 0.84, 3.24], [-3.29, 1.99, 3.74], [-2.19, 2.62, 3.10], [-1.65, 3.79, 3.68], [-0.57, 4.40, 3.11], [0.00, 3.86, 1.95], [-0.50, 2.73, 1.33], [0.21, 2.23, 0.22], [0.61, 3.05, -0.71], [-0.12, 4.11, -1.18], [0.50, 5.36, -1.54], [-1.55, 4.14, -1.01], [1.81, 2.81, -1.33], [2.00, 3.00, -2.75], [3.01, 2.76, -0.52], [-1.64, 2.07, 1.91], [-1.86, -0.92, -1.70], [-1.92, -0.62, -3.12], [-1.74, -2.33, -1.38], [-5.55, -0.55, -1.18], [-4.25, -1.37, -2.03], [-4.99, 0.07, -2.75], [-4.83, 2.14, -1.36], [-3.49, 2.30, -0.21], [-4.95, 1.44, 0.27], [-3.71, -0.63, 1.65], [-4.64, 0.34, 3.74], [-3.67, 2.42, 4.65], [-2.09, 4.17, 4.59], [-0.13, 5.27, 3.56], [0.90, 4.31, 1.54], [1.58, 5.28, -1.43], [0.15, 6.15, -0.87], [0.27, 5.65, -2.56], [-1.92, 3.12, -0.98], [-2.00, 4.65, -1.87], [-1.86, 4.66, -0.09], [2.59, 3.89, -2.98], [1.03, 3.08, -3.24], [2.52, 2.12, -3.16], [3.48, 3.75, -0.46], [3.73, 2.07, -0.97], [2.77, 2.41, 0.48], [-2.71, -1.16, -3.64], [-0.96, -0.89, -3.56], [-2.06, 0.45, -3.26], [-1.75, -2.47, -0.29], [-0.78, -2.72, -1.73], [-2.54, -2.92, -1.84], [2.87, -3.73, -0.13], [1.21, -3.26, 0.76], [1.69, -3.66, 2.58], [0.17, -4.83, 0.30], [0.11, -5.28, -1.02], [-0.65, -6.37, -1.41], [-1.40, -7.06, -0.47], [-1.36, -6.65, 0.86], [-0.59, -5.55, 1.22], [3.06, -4.80, -0.09], [3.70, -3.23, 0.37], [2.89, -3.42, -1.18], [2.17, -4.63, 2.68], [0.83, -3.63, 3.25], [2.38, -2.90, 2.95], [0.69, -4.76, -1.78], [-0.67, -6.68, -2.44], [-1.99, -7.92, -0.76], [-1.93, -7.18, 1.60], [-0.58, -5.26, 2.26]],
  "lowdin_charge": [1.401, 0.020, -0.656, -0.202, -0.187, 0.002, -0.054, -0.005, -0.218, 0.017, -0.668, 0.009, -0.199, 0.111, 0.098, 0.112, -0.051, -0.131, -0.053, -0.376, 0.066, -0.236, -0.046, -0.083, -0.051, -0.159, -0.055, -0.078, -0.031, -0.221, 0.076, -0.393, -0.144, -0.056, -0.050, -0.149, -0.050, -0.035, -0.036, -0.191, -0.069, -0.085, 0.092, 0.073, 0.091, 0.093, 0.067, 0.092, 0.118, 0.099, 0.103, 0.103, 0.100, 0.114, 0.081, 0.090, 0.089, 0.069, 0.092, 0.096, 0.082, 0.094, 0.081, 0.087, 0.084, 0.086, 0.075, 0.092, 0.091, 0.073, 0.066, 0.085, -0.269, 0.516, -0.284, -0.334, -0.146, -0.117, -0.133, -0.120, -0.121, 0.013, 0.001, 0.001, 0.013, -0.003, -0.001, 0.091, 0.088, 0.084, 0.088, 0.081],
  "homo_energy_ev": [-2.59, -3.20],
  "spin_multiplicity": 8,
  "charge": -1
}

***

Listing DFT total energy for the structures above in their given order: -46665.3756, -82840.9852 eV.